Record 1
DFT (ωB97M-V/def2-TZVPD) results for a cluster of 2 separate species, C5H8S in total in a non-equilibrium geometry.

Each line ends with the Mulliken charge.
CARTESIAN COORDINATES (ANGSTROEM)
C  2.7104  1.2824  0.1414  -0.72
C  -2.4356  -0.5677  0.3992  -1.16
C  1.4112  1.5832  0.0795  0.02
C  0.3751  0.6411  -0.4533  -0.12
C  -0.4603  -1.8088  -1.0051  -0.39
S  0.6619  -0.9451  -0.0041  0.07
H  3.3223  2.0749  0.1851  0.30
H  3.0593  0.2925  -0.0263  0.21
H  -1.7771  0.3716  0.1796  0.23
H  -2.0203  -1.0524  1.2276  0.32
H  1.1238  2.6380  0.1702  0.30
H  -0.2998  -2.9390  -0.7913  0.21
H  -3.4623  -0.4457  0.4067  0.38
H  -2.2086  -1.1250  -0.5093  0.36

Forces on the atoms, in the same order (eV/Å):
-2.5160 -1.6602 -0.4981
2.6283 1.9443 -1.8672
-1.5113 -0.6674 -0.4617
1.1035 1.5696 0.1647
1.0566 -0.8295 -0.2047
-0.2743 -1.4378 -0.0378
2.7156 2.4275 0.4271
0.4426 -0.5548 -0.0311
-1.7452 -1.2757 0.5889
0.2841 -0.7546 1.4076
-0.0634 -0.4518 -0.0074
-0.1140 1.4803 0.2167
-2.0135 0.6112 0.4566
0.0069 -0.4010 -0.1536

Computed properties:
Charge: 0
SMILES: C#S#CC=C.C
E_HOMO: -0.3136 Ha
E_LUMO: -1.55 eV
Orbital gap: 6.983 eV

=====

Record 2
DFT (ωB97M-V/def2-TZVPD) results for a structure of composition C5H9AlBrCl9InNO7S in a non-equilibrium geometry.

Each line ends with the Mulliken charge.
CARTESIAN COORDINATES (ANGSTROEM)
C  0.7814  -3.4820  -2.0558  -1.21
C  0.4944  -2.7509  -0.7555  -0.03
S  0.7334  -0.9978  -0.8812  0.27
C  1.9384  -0.6157  0.3070  -0.98
In  2.4152  1.6038  0.0579  0.78
Br  1.0163  2.2414  -2.0366  -0.38
H  1.8457  -3.5002  -2.2122  0.35
H  0.3169  -3.0031  -2.8995  0.35
H  0.4369  -4.4941  -1.9404  0.39
H  -0.5558  -2.8681  -0.4449  0.08
H  1.1636  -3.0909  0.0152  0.46
H  1.5760  -0.7623  1.3202  0.47
H  2.7852  -1.2697  0.1638  0.54
H  2.0101  2.5499  1.4635  -0.26
H  4.0953  1.6921  -0.4511  -0.22
C  -2.1411  2.8705  0.4710  0.20
Cl  -1.4080  4.1886  1.3995  -0.09
Cl  -2.4260  3.3808  -1.1724  -0.07
Cl  -1.1084  1.4618  0.5109  0.14
Cl  -3.7260  2.4544  1.2021  0.04
Al  -3.6929  2.8268  3.7739  0.70
N  -6.9528  0.4577  3.2572  0.92
O  -6.2367  1.3562  2.7325  -0.58
O  -7.3591  0.6087  4.4133  -0.58
O  -7.2299  -0.5442  2.6080  -0.53
O  -2.1010  -2.3754  0.5414  -0.73
Cl  -3.0818  -1.7665  -0.3538  1.77
O  -2.4217  -1.4788  -1.6095  -0.64
O  -3.5425  -0.5383  0.2395  -0.50
O  -4.1738  -2.6556  -0.5613  -0.64
C  7.3096  1.7009  -1.4206  0.35
Cl  6.0743  0.7686  -2.2702  -0.07
Cl  8.9078  1.1093  -1.8764  -0.10
Cl  7.1613  3.4017  -1.8583  -0.09
Cl  7.0959  1.5207  0.3233  -0.09

Forces on the atoms, in the same order (eV/Å):
-0.1221 0.0639 0.3555
1.8181 0.0671 -1.0829
-0.9281 0.1796 0.5132
-0.5235 -0.6780 -1.0296
0.4272 1.3534 0.0599
0.3836 -0.2266 0.2920
0.4760 -0.0672 -0.1769
-0.3565 0.0448 -0.3517
-0.2120 -0.4385 -0.2065
-0.7337 0.5125 0.4219
-0.0115 -0.2880 0.5825
-0.1414 0.9593 0.5952
0.1224 -0.7173 0.0746
-0.1448 -0.2524 -0.2280
-0.3241 -0.3975 0.0149
0.1317 0.1315 -0.1166
-0.0040 -0.0005 0.1191
-0.0577 0.0099 -0.0328
-0.2624 -0.1132 0.3377
-0.4373 -0.3184 -0.3408
-0.6893 -0.4089 0.1095
-0.2739 -0.4630 0.4609
1.0776 0.8296 -0.2173
0.1205 0.1311 0.0528
0.0358 0.1079 -0.1288
0.6568 -0.1892 0.2004
-1.3588 0.5532 -0.2171
0.6014 -0.0045 -0.0191
0.3338 -0.2659 0.0205
0.3213 -0.0675 0.0001
0.0266 0.0215 -0.0098
0.0343 -0.0726 -0.0924
0.0368 -0.0154 -0.0137
-0.0180 0.0368 -0.0003
-0.0046 -0.0174 0.0531

Computed properties:
Charge: 0
E_HOMO: -0.2947 Ha
E_LUMO: -6.34 eV
Orbital gap: 1.677 eV

=====

Record 3
DFT (ωB97M-V/def2-TZVPD) results for a structure of composition C5H9Br9N2O4 in a non-equilibrium geometry.

Each line ends with the Mulliken charge.
CARTESIAN COORDINATES (ANGSTROEM)
C  -1.8029  -1.4767  -3.3678  -0.61
N  -0.4883  -2.0322  -3.1756  0.87
O  -0.4747  -3.0116  -2.4287  -0.51
O  0.4902  -1.4623  -3.7144  -0.51
H  -2.5267  -2.2880  -3.2906  0.27
H  -1.8994  -0.9686  -4.3273  0.27
H  -1.7950  -0.7423  -2.5624  0.23
C  -0.1784  -0.5123  0.7138  -0.19
N  -0.1575  0.7740  -0.0560  0.83
O  -0.4206  0.6773  -1.2365  -0.49
O  0.0939  1.7777  0.6538  -0.40
H  0.1013  -0.2844  1.7423  -0.07
H  0.4604  -1.2214  0.1873  0.08
H  -1.2072  -0.8724  0.7031  0.34
C  0.9898  2.2193  4.4205  -0.37
Br  1.0527  2.8643  6.2006  -0.04
Br  -0.2637  3.4896  3.4634  -0.01
Br  0.3593  0.3120  4.5244  -0.04
H  2.0001  2.1949  4.0121  0.42
C  1.6348  -4.1866  1.7974  -0.31
Br  -0.0755  -3.4026  2.4212  -0.06
Br  2.7167  -4.2116  3.4072  -0.01
Br  2.5665  -3.1370  0.3236  -0.03
H  1.3540  -5.1714  1.4240  0.42
C  -0.6045  4.0040  -2.3638  -0.27
Br  1.1729  3.3915  -3.0620  -0.03
Br  -1.4467  5.2656  -3.5981  -0.05
Br  -0.3331  4.8186  -0.5902  -0.01
H  -1.3182  3.1926  -2.2212  0.29

Forces on the atoms, in the same order (eV/Å):
-0.7600 0.7947 -0.4404
2.2347 -0.4659 -0.6329
0.9523 0.9408 -0.7433
-1.9489 -1.5701 1.4032
0.0720 0.3508 0.3396
0.3080 -0.0468 0.1323
-0.8216 0.0419 -0.0086
-0.1787 0.1708 0.0224
0.2886 0.1408 2.5838
0.1496 1.2172 0.1595
-0.5620 -1.5411 -2.6309
0.2189 -0.1850 -0.3368
-0.0312 0.1130 0.2082
0.0396 0.0267 -0.1694
-1.2754 -0.1610 -0.0195
0.3844 0.1554 0.5815
1.0756 -1.3112 0.2620
0.2897 1.1740 -0.4997
-0.4942 0.1769 -0.2763
-0.0994 1.2423 0.1308
0.4265 -0.1875 -0.7327
0.1473 -0.3863 -0.6769
-0.9669 -1.0000 1.2604
0.5161 0.2303 0.0731
0.7284 0.5504 0.1930
-1.4399 0.2466 0.4199
0.3395 -0.4429 0.3868
-0.1888 -0.2048 -0.8152
0.5957 -0.0700 -0.1741

Computed properties:
Charge: 0
E_HOMO: -0.3673 Ha
E_LUMO: -0.68 eV
Orbital gap: 9.312 eV

=====

Record 4
DFT (ωB97M-V/def2-TZVPD) results for a structure of composition C5H9BrCoNO in a non-equilibrium geometry.

Each line ends with the Mulliken charge.
CARTESIAN COORDINATES (ANGSTROEM)
Co  2.6591  -2.2879  -3.3503  0.56
Br  2.1227  -0.0347  -2.5110  -0.56
C  -1.7303  -1.1124  -2.1594  -0.57
O  -1.1330  0.1531  -1.9789  -0.37
H  -1.1129  -1.9969  -1.9538  0.23
H  -2.5980  -1.1661  -1.5042  0.25
H  -2.0346  -1.2311  -3.2063  0.27
H  -0.2168  0.1398  -2.3028  0.22
N  0.9472  0.3232  0.9681  0.22
C  -0.0973  1.1880  0.9064  -0.14
C  -0.4276  1.5022  2.2619  -0.42
C  0.3459  0.7793  3.1226  -0.31
C  1.2112  0.0659  2.2849  -0.15
H  1.4974  -0.0130  0.1892  0.12
H  -0.5092  1.5514  -0.0234  0.45
H  -1.1372  2.2695  2.5399  0.40
H  0.3581  0.6381  4.1891  0.42
H  1.8554  -0.7684  2.5278  0.40

Forces on the atoms, in the same order (eV/Å):
-0.2139 0.9252 0.2879
0.3243 -0.9540 -0.0818
-0.3386 -0.4004 -0.6362
0.5641 0.1452 0.5822
0.3584 0.3796 0.3093
-0.0670 0.0230 -0.1434
-0.2688 0.0454 0.1619
-0.3076 -0.1245 -0.1274
-0.4692 0.5115 0.4304
1.1470 -0.2476 0.2660
-0.9738 1.0575 0.6964
0.1901 -0.1789 -0.5653
0.2923 -1.4429 -0.7369
-0.1018 -0.1441 -0.4409
-0.0274 -0.1229 -0.0748
-0.2006 -0.2734 -0.0979
-0.2288 0.4643 0.0720
0.3213 0.3368 0.0984

Computed properties:
Charge: +1
E_HOMO (spin up / spin down): -0.4736 / -0.4346 Ha
E_LUMO (spin up / spin down): -4.37 / -6.99 eV
2S+1: 4
Orbital gap (spin up / spin down): 8.516 / 4.833 eV

=====

Record 5
DFT (ωB97M-V/def2-TZVPD) results for a cluster of 2 separate species, C5H9BrO3S in total in a non-equilibrium geometry.

Each line ends with the Mulliken charge.
CARTESIAN COORDINATES (ANGSTROEM)
C  -0.6582  -0.2693  0.0161  0.63
C  -1.3961  1.8497  0.9793  -0.56
C  1.1413  1.2271  0.7507  -1.00
C  0.0039  -2.5017  -0.3988  -0.68
C  -0.3387  1.1036  0.6172  0.61
O  -1.6591  -0.5122  -0.5836  -0.49
O  -4.0900  -0.9851  -1.9000  -0.44
O  0.3164  -1.1554  0.0847  -0.40
S  -4.7751  0.4320  -1.4257  0.11
Br  -4.8106  0.2017  0.8105  -0.16
H  -1.2980  2.9135  1.3018  0.31
H  -3.0655  -0.9795  -1.9163  0.45
H  -2.4017  1.4360  0.7318  -0.09
H  1.4108  1.1642  1.7583  0.29
H  1.5835  0.2666  0.2039  0.26
H  1.5542  2.0965  0.1729  0.32
H  -0.3653  -2.2508  -1.3327  0.34
H  -0.6994  -2.8826  0.2910  0.28
H  0.8932  -3.2257  -0.3235  0.20

Forces on the atoms, in the same order (eV/Å):
0.2363 1.1631 0.0205
0.3238 0.2398 -1.0411
1.0271 -0.7916 -3.3754
2.0521 0.3197 1.7046
-0.7070 -1.4020 0.0115
-1.9513 -0.2992 -0.7484
1.3196 0.3283 -0.2731
1.4377 -1.3125 1.0845
0.7956 -0.9977 0.4826
-0.1496 0.0872 -0.6143
-0.0741 -1.1479 0.0053
-2.1363 0.5657 0.5667
0.8954 0.5690 0.4540
0.8155 0.3316 1.5007
-0.5474 2.5172 1.4604
-0.3365 -0.4839 1.0272
-0.8138 -0.9155 -2.0862
-1.2364 -0.5511 0.2838
-0.9507 1.7797 -0.4633

Computed properties:
Charge: 0
SMILES: C=C(C)C(=O)OC.OSBr
E_HOMO: -0.3212 Ha
E_LUMO: -0.04 eV
Orbital gap: 8.701 eV

=====

Record 6
DFT (ωB97M-V/def2-TZVPD) results for an isolated molecule of C5H9BrO5 in a non-equilibrium geometry.

Each line ends with the Mulliken charge.
CARTESIAN COORDINATES (ANGSTROEM)
C  0.5144  -0.5939  -0.8293  -0.72
C  -0.9286  -1.1081  -0.6595  0.15
C  -1.8497  -0.5201  0.5065  -0.18
C  1.1965  1.5817  0.1358  0.77
C  2.5932  1.4039  0.7659  -0.61
O  0.6959  0.7296  -0.9089  -0.26
O  -0.8954  -2.5400  -0.5221  -0.48
O  -2.8694  -1.2497  0.7965  -0.49
O  0.6383  2.8557  0.1350  -0.44
O  1.3973  0.8917  1.3768  -0.42
Br  -2.4399  1.3133  -0.2916  -0.12
H  1.1449  -1.0857  -0.0384  0.40
H  0.8596  -1.2576  -1.7421  0.26
H  -1.3816  -1.0096  -1.6793  0.24
H  2.8904  2.4482  0.9969  0.27
H  3.3528  0.6194  0.6992  0.29
H  -0.0748  -2.8335  -0.2610  0.30
H  -3.2377  -1.6767  -0.0051  0.36
H  -0.2734  2.4472  0.0781  0.27
H  -1.3327  -0.4157  1.4464  0.40

Forces on the atoms, in the same order (eV/Å):
0.9084 -4.6579 0.6538
-0.5624 -0.3505 -0.0674
5.6327 -2.1916 0.3889
3.3971 -2.6756 0.6796
-1.5874 1.2730 -1.1003
-0.0132 3.6398 -0.4235
-2.9317 1.2437 -1.1737
-4.2949 -3.1098 -0.3954
-0.9694 -3.6291 -0.3264
-1.0721 1.5190 -0.0745
-1.3664 4.2269 -1.8961
-0.5562 0.7088 -0.0723
-0.3122 2.0891 0.9512
-0.2995 0.4861 0.8219
0.2978 -0.9581 0.8108
-0.2247 0.4638 -0.8308
2.9324 -0.8842 1.1885
0.0540 0.2293 0.6683
-0.0240 1.9588 0.0168
0.9917 0.6184 0.1807

Computed properties:
Charge: 0
E_HOMO (spin up / spin down): -0.1874 / -0.3653 Ha
E_LUMO (spin up / spin down): 0.69 / -4.08 eV
2S+1: 3
Orbital gap (spin up / spin down): 5.792 / 5.863 eV

=====

Record 7
DFT (ωB97M-V/def2-TZVPD) results for an isolated molecule of C5H9Cl in a non-equilibrium geometry.

Each line ends with the Mulliken charge.
CARTESIAN COORDINATES (ANGSTROEM)
C  1.2821  -1.4949  0.1347  -1.36
C  0.8931  -0.1874  -0.5934  -0.60
C  0.0770  0.7281  0.3398  0.02
C  -0.9124  1.5506  -0.3492  -0.58
C  -1.4136  0.3033  0.3447  -0.27
H  0.5585  -1.6648  0.8887  0.41
H  2.1111  -1.3589  0.7886  0.36
H  1.1301  -2.4240  -0.3320  0.41
H  0.2432  -0.3881  -1.4292  0.31
H  1.7481  0.3959  -0.9578  0.40
H  0.4139  1.1057  1.3770  0.27
H  -0.8107  1.5502  -1.4638  0.23
H  -1.3292  2.4377  0.1587  0.26
H  -1.9146  0.6845  1.2679  0.32
Cl  -2.0766  -1.2379  -0.1745  -0.17

Forces on the atoms, in the same order (eV/Å):
-0.9907 1.6959 0.7141
0.4920 0.3529 1.2763
-0.2145 -1.1923 1.7386
-1.3345 0.4786 -1.8415
0.4138 1.6730 2.1431
-1.3676 0.2801 0.9819
1.4305 -0.2889 -0.2558
0.9598 -1.0161 -1.4728
-0.0945 -0.1606 -0.4032
0.0225 -0.4008 -0.0590
0.0647 -0.9373 -1.9432
-0.3239 0.3452 1.1229
0.4823 -0.2780 -0.8147
0.2129 -1.0868 -0.8116
0.2472 0.5351 -0.3752

Computed properties:
Charge: 0
SMILES: CC[C@H]1C[C@H]1Cl
E_HOMO: -0.3514 Ha
E_LUMO: 1.04 eV
Orbital gap: 10.599 eV

=====

Record 8
DFT (ωB97M-V/def2-TZVPD) results for an isolated molecule of C5H9Cl in a non-equilibrium geometry.

Each line ends with the Mulliken charge.
CARTESIAN COORDINATES (ANGSTROEM)
C  -0.2524  0.3335  -0.0276  -0.57
C  -1.5978  -0.2953  0.4002  -0.58
C  1.2841  0.2694  0.2813  0.47
C  -1.8486  -1.6943  -0.0171  -1.04
C  2.0963  1.4955  0.0306  -1.04
Cl  1.8931  -1.2451  -0.2451  -0.21
H  -0.3096  0.0101  -1.0429  0.32
H  -0.3189  1.4839  -0.0131  0.19
H  -2.3383  0.1787  0.8406  0.62
H  -2.5547  -2.0733  0.6665  0.35
H  -0.8918  -2.2161  0.1688  0.24
H  -2.0846  -1.7556  -1.0166  0.32
H  2.0357  2.0065  -0.9317  0.31
H  3.1829  1.1653  0.1648  0.31
H  1.7047  2.3367  0.7412  0.30

Forces on the atoms, in the same order (eV/Å):
-0.5821 3.1143 0.7773
5.1324 -1.9305 -1.4968
-2.3729 -0.6264 -0.4084
2.5242 0.7468 2.4153
0.7329 0.5387 1.6519
0.8514 -0.4446 0.0553
0.4628 0.1349 -1.3835
-0.7020 -1.5372 -0.1960
-3.0258 2.7798 2.1121
-1.2184 -0.9195 0.2808
-0.4662 -0.2713 -0.3502
-0.8772 -0.5118 -2.3553
-0.2626 -0.5561 -0.5064
-1.3556 1.0416 0.1724
1.1592 -1.5586 -0.7685

Computed properties:
Charge: 0
E_HOMO (spin up / spin down): -0.2806 / -0.2894 Ha
E_LUMO (spin up / spin down): 0.06 / 0.61 eV
Orbital gap (spin up / spin down): 7.697 / 8.489 eV

=====

Energy relative to the best compared isomer or geometry (same formula, charge and spin), record by record: 726.3 87.3 96.2 0.0 78.8 255.1 162.2 445.2 kJ/mol